17
Properties=species:S:1:pos:R:3:forces:R:3 method="wB97M-V/def2-TZVPD" total_charge=+2
C 2.24742 0.06231 0.27726 -0.34 -0.05 0.01
C 1.27987 -0.72999 -0.60026 -0.37 0.20 0.59
O 1.01700 -1.97162 -0.00935 0.45 -0.03 0.18
C -0.00901 0.01191 -0.85055 1.08 -1.09 -0.98
O -0.63384 0.28495 0.49253 -0.75 0.96 -0.34
C -1.87435 0.55666 0.55170 0.46 -0.07 -0.16
O -2.25021 1.42950 1.43263 0.03 -0.47 0.58
O -2.77186 -0.04381 -0.18076 0.19 0.12 0.40
H 1.83101 0.11059 1.27682 0.07 -0.09 0.28
H 2.35442 1.07475 -0.09183 0.17 0.18 -0.27
H 3.20687 -0.42468 0.30023 0.32 -0.11 0.10
H 1.75932 -0.92258 -1.56889 -0.06 0.19 -0.26
H 0.08209 -2.16543 0.05619 -0.26 -0.27 -0.08
H -0.64822 -0.58790 -1.48726 -0.60 -0.07 0.27
H 0.17584 0.96136 -1.33186 -0.09 0.47 0.21
H -3.04891 -0.88779 0.23045 -0.24 -0.14 -0.40
Pd -2.71744 3.24176 1.50293 -0.07 0.28 -0.13

***

20
Properties=species:S:1:pos:R:3:forces:R:3 method="wB97M-V/def2-TZVPD" relative_energy_kcal_mol=26.6
C -0.78768 1.02927 0.38275 1.92 1.13 2.74
C -0.32519 2.39694 0.71157 3.15 0.52 0.83
C 1.80221 -1.98193 -0.77477 0.28 0.28 0.92
C 1.40461 -0.43965 -0.65898 -1.57 -3.43 1.63
O 0.95770 -0.41233 2.17799 0.10 0.32 -0.43
O -3.70295 -0.09193 -1.19118 3.75 0.34 2.06
O -1.10885 0.80422 -0.93930 -0.09 0.23 -2.92
O -2.01121 0.71310 0.93781 -2.86 -0.50 0.83
O -0.81254 -1.53009 0.81941 0.95 0.02 0.35
O -1.81011 -1.48962 -0.19436 -0.06 -1.25 -0.52
P 0.34945 -0.30573 0.84663 0.30 -1.21 -0.63
P -2.38192 -0.04641 -0.45502 -4.30 0.66 -1.36
H 0.00811 2.70707 1.75272 -1.23 -1.29 -0.68
H -1.08795 3.04728 0.38794 -0.44 1.28 -0.73
H 0.71668 2.50610 0.26921 -1.48 0.34 -0.49
H 2.24608 -2.32440 0.24546 0.16 0.86 -1.97
H 0.90326 -2.63960 -0.71805 0.47 0.62 -1.06
H 2.46858 -2.10710 -1.70225 -1.01 -0.31 1.71
H 0.96260 0.03375 -1.49338 -0.70 -0.06 -0.98
H 2.20909 0.13107 -0.40420 2.68 1.44 0.71

***

19
Properties=species:S:1:pos:R:3:forces:R:3 method="wB97M-V/def2-TZVPD" total_charge=-1
Tl 1.25200 0.31858 -2.58504 -1.05 0.20 3.19
C -1.78888 -2.37627 0.69686 -0.88 0.96 -1.33
C -0.73451 -1.89173 -0.32629 2.66 -2.46 -0.94
O -0.90564 -0.84515 -0.98134 -0.90 1.61 -0.42
O 0.25621 -2.65439 -0.52300 -1.15 0.24 0.78
H -1.45272 -3.18593 1.33397 0.31 0.51 0.37
H -2.64384 -2.77940 0.14252 0.22 -0.16 -0.35
H -2.24400 -1.46629 1.09234 0.31 -0.25 0.95
C 0.28576 1.78358 2.04563 0.18 -0.01 1.30
C 0.57000 1.79140 0.57379 -1.76 0.77 -1.39
O 1.37955 0.93342 0.15920 1.51 -1.19 -1.27
O -0.03167 2.55856 -0.21331 0.57 -0.28 1.22
H 0.68713 0.94369 2.61644 0.24 -0.29 -0.55
H -0.78208 1.76253 2.26307 -0.02 0.49 -0.26
H 0.78320 2.64483 2.49964 -0.42 0.28 -0.06
O -0.31862 2.60465 -3.07418 1.11 -1.27 -0.08
H -1.05546 2.41577 -3.67361 0.09 -0.30 -0.04
O 3.18598 -1.48033 -1.42213 -0.71 0.81 -1.13
H 3.55760 -1.07752 -0.62457 -0.33 0.33 0.01

***

no.,orbital gap (eV),E (eV)
1,2.856,-15922.8567
2,11.284,-35139.6015
3,3.738,-21250.9770